1.
Computed, not measured: C4H9FO in the gas phase at a distorted geometry, with ωB97M-V with the def2-TZVPD basis set.

The geometry in XYZ format:
```
15
Properties=species:S:1:pos:R:3:forces:R:3:mulliken_charge:R:1
C -0.618 -1.445 0.108 0.7 2.7 -0.5 -1.51
C -1.354 1.041 -0.161 4.7 1.7 0.7 -1.40
C 1.158 0.457 0.239 -2.5 -1.2 1.6 -0.39
C -0.159 -0.011 -0.424 -1.7 -0.5 -0.1 0.47
O 2.156 -0.379 -0.277 0.6 0.6 0.3 -0.11
F 3.313 0.363 0.120 0.6 -0.5 -0.1 -0.20
H -0.371 -1.543 1.129 -0.9 0.2 1.7 0.37
H -0.005 -2.189 -0.239 1.9 -1.7 -1.6 0.47
H -1.581 -1.732 -0.244 -1.1 0.2 0.4 0.40
H -1.613 1.002 0.894 0.6 0.5 0.5 0.36
H -2.236 0.748 -0.545 -2.8 -1.1 -2.2 0.48
H -1.076 2.141 -0.515 -0.6 -2.4 0.9 0.27
H 1.412 1.494 0.044 -0.1 0.1 -0.1 0.32
H 0.975 0.254 1.377 0.8 0.7 -1.7 0.22
H -0.001 -0.201 -1.506 0.0 0.7 0.4 0.25
```
Positions in Å, forces in eV/Å.

Computed properties:
ΔE to the lowest compared entry with this formula, charge and spin, kJ/mol: 403.59
Lowest unoccupied orbital energy, eV: 1.07
F_max, eV/Å: 5.02
SMILES string: CC(C)COF
Electronic energy, Eh: -332.74583
E_HOMO, eV: -10.795

2.
Computed, not measured: C4H9FS2 in the gas phase at a distorted geometry, with ωB97M-V with the def2-TZVPD basis set.

The geometry in XYZ format:
```
16
Properties=species:S:1:pos:R:3:forces:R:3:mulliken_charge:R:1
C -0.884 2.474 0.223 -0.6 -1.7 0.1 -0.88
C 0.265 -0.183 0.736 1.7 -1.2 -1.1 -0.21
C 1.776 -0.849 0.573 -2.2 2.1 0.1 -0.59
C -2.456 -0.797 -0.226 0.2 0.6 -0.7 -0.74
H -1.283 2.982 -0.624 -0.4 0.0 -0.8 0.30
H -0.386 3.187 0.774 0.9 1.7 1.5 0.38
H -1.699 2.065 0.849 0.5 -0.1 -0.5 0.25
H 0.139 -0.101 1.849 -0.3 0.3 -1.1 0.39
H 1.571 -1.907 0.787 1.1 0.1 -0.4 0.36
H 2.424 -0.252 1.191 0.1 -0.6 1.3 0.37
H -2.430 -0.307 -1.216 -0.4 0.1 0.6 0.26
H -3.255 -1.543 -0.243 0.5 -0.3 0.0 0.32
H -2.725 -0.100 0.574 0.3 -0.1 -0.2 0.20
F 2.347 -0.519 -0.653 -0.6 -1.3 -0.3 -0.29
S 0.427 1.308 -0.304 -0.7 0.1 0.5 -0.02
S -0.782 -1.510 -0.065 -0.2 0.2 1.1 -0.09
```
Positions in Å, forces in eV/Å.

Computed properties:
ΔE to the lowest compared entry with this formula, charge and spin, kJ/mol: 112.11
Lowest unoccupied orbital energy, eV: 0.82
F_max, eV/Å: 2.99
SMILES string: CSC(CF)SC
Electronic energy, Eh: -1053.98749
E_HOMO, eV: -8.335